i:
Entry from OMol25: an isolated molecule of C4H6N2O2 (ωB97M-V with the def2-TZVPD basis set).

CARTESIAN COORDINATES (ANGSTROEM)
H -2.709 1.454 0.404
N -1.697 1.925 0.117
C -0.847 0.821 -0.091
O 0.391 1.314 -0.719
C 1.440 0.813 0.198
C 1.684 -0.719 -0.016
C 0.415 -1.300 -0.115
N -0.819 -0.546 -0.338
O -1.921 -1.336 0.095
H 2.416 1.439 0.053
H 1.289 1.172 1.218
H 2.714 -1.162 0.154
H 0.130 -2.314 -0.291
H -2.484 -1.561 -0.668

Results
LUMO: 0.0191 Ha
SMILES string: [H]/N=C1/OCC=CN1O
Gap between HOMO and LUMO: 9.44 eV

ii:
Entry from OMol25: an isolated molecule of C4H6N2O2 (ωB97M-V with the def2-TZVPD basis set).

CARTESIAN COORDINATES (ANGSTROEM)
H -1.299 1.312 -0.161
N -2.326 1.053 -0.004
C -2.293 -0.192 0.137
N -1.155 -1.001 0.061
C 0.264 -0.739 -0.149
O 1.019 -1.695 -0.111
C 1.036 0.590 -0.098
C 2.527 0.316 0.228
O 0.506 1.766 -0.126
H -3.240 -0.765 0.360
H -1.225 -2.000 -0.104
H 2.572 -0.270 1.049
H 3.348 1.154 0.458
H 2.810 -0.213 -0.814

Results
LUMO: -0.0365 Ha
SMILES string: [H]/N=C\NC(=O)C(C)=O
Gap between HOMO and LUMO: 9.09 eV

iii:
Entry from OMol25: an isolated molecule of C4H6N2O2 (ωB97M-V with the def2-TZVPD basis set).

CARTESIAN COORDINATES (ANGSTROEM)
H 0.917 -1.163 -2.990
N 0.565 -1.760 -2.243
C 0.088 -1.162 -1.256
O 0.009 0.186 -1.120
C -0.483 0.716 0.051
C -1.185 1.839 0.041
C -0.144 -0.015 1.319
N 1.178 -0.302 1.432
O -0.966 -0.307 2.160
H -0.305 -1.737 -0.427
H -1.540 2.269 0.958
H -1.456 2.321 -0.888
H 1.463 -0.875 2.210
H 1.859 -0.011 0.753

Results
LUMO: 0.0297 Ha
SMILES string: [H]/N=C\OC(=C)C(N)=O
Gap between HOMO and LUMO: 10.68 eV

Tell me which of them is the least stable. Sure, it is i.

i:
Entry from OMol25: an isolated molecule of C4H6N2O2 (ωB97M-V with the def2-TZVPD basis set).

CARTESIAN COORDINATES (ANGSTROEM)
C 0.113 -0.428 -2.496
N 0.312 -0.044 -1.303
C -0.742 -0.008 -0.399
C -0.741 0.892 0.646
O -1.895 0.982 1.324
C 0.381 -0.127 1.473
N 1.641 -0.137 1.021
O 0.021 -0.414 2.591
H -0.877 -0.640 -2.907
H 0.968 -0.549 -3.152
H -1.703 -0.425 -0.723
H -1.662 1.241 2.234
H 2.380 -0.426 1.641
H 1.802 0.085 0.049

Results
LUMO (spin up / spin down): -0.0022 / -0.0022 Ha
SMILES string: C=N/C=C(/O)C(N)=O
Gap between HOMO and LUMO (spin up / spin down): 8.51 / 8.51 eV

ii:
Entry from OMol25: a structure of composition C4H6N2O2 (ωB97M-V with the def2-TZVPD basis set).

CARTESIAN COORDINATES (ANGSTROEM)
C 0.894 -0.143 0.518
C -1.283 0.165 0.206
C -0.160 -0.606 -0.397
C 0.121 -0.048 -1.893
H 2.059 -1.578 0.693
H 0.674 1.520 1.858
H -2.274 0.529 -0.372
H -1.625 -0.643 0.935
H -0.607 -1.742 -0.058
H 0.175 1.245 -1.426
N 1.965 -0.574 1.184
N 0.671 1.192 0.900
O -0.751 1.328 0.726
O 0.141 -0.647 -2.875

Results
LUMO: 0.0201 Ha
Gap between HOMO and LUMO: 9.83 eV

Tell me which of them is the least stable. Sure, it is ii.

i:
Entry from OMol25: an isolated molecule of C4H6N2O2 (ωB97M-V with the def2-TZVPD basis set).

CARTESIAN COORDINATES (ANGSTROEM)
C 1.922 1.586 -2.311
O 0.933 0.652 -1.767
N 0.711 0.811 -0.402
C -0.157 0.004 0.197
C -1.095 -0.976 -0.079
C -1.597 -1.575 1.024
N -0.987 -1.023 2.199
O -0.254 0.195 1.569
H 2.825 1.337 -1.659
H 1.590 2.554 -2.069
H 1.970 1.438 -3.363
H -1.512 -1.195 -1.197
H -2.441 -2.193 1.310
H -0.377 -1.475 2.990

Results
LUMO: 0.0202 Ha
SMILES string: CO/N=c1\cc[nH]o1
Gap between HOMO and LUMO: 8.42 eV

ii:
Entry from OMol25: an isolated molecule of C4H6N2O2 (ωB97M-V with the def2-TZVPD basis set).

CARTESIAN COORDINATES (ANGSTROEM)
C 0.194 1.886 0.031
C 0.093 0.400 -0.008
C 1.139 -0.551 0.034
O 2.448 -0.274 0.155
N 0.695 -1.790 -0.035
N -0.650 -1.679 -0.155
C -1.039 -0.381 -0.087
O -2.333 -0.003 -0.078
H 0.200 2.299 -0.977
H -0.656 2.303 0.564
H 1.115 2.177 0.528
H 2.918 -1.114 0.186
H -1.217 -2.497 -0.021
H -2.905 -0.776 -0.137

Results
LUMO: 0.0172 Ha
SMILES string: Cc1c(O)n[nH]c1O
Gap between HOMO and LUMO: 8.95 eV

Tell me which of them is the least stable. Sure, it is i.

i:
Entry from OMol25: a cluster of 2 separate species, C12H17N in total (ωB97M-V with the def2-TZVPD basis set).

CARTESIAN COORDINATES (ANGSTROEM)
C -2.990 -1.292 -1.115
C -1.589 -1.564 -0.528
C -0.676 -2.497 -0.853
N 0.584 -2.136 -0.350
C 0.313 -1.189 0.660
C 1.223 -0.570 1.538
C 0.682 0.410 2.342
C -0.638 0.868 2.212
C -1.413 0.447 1.155
C -0.980 -0.625 0.368
H -3.110 -0.104 -1.199
H -3.707 -1.666 -0.352
H -3.214 -1.510 -2.108
H -0.889 -3.344 -1.519
H 1.245 -2.884 -0.205
H 2.257 -0.946 1.477
H 1.358 0.641 3.168
H -1.130 1.632 2.819
H -2.397 0.840 1.031
C 2.712 1.858 -0.730
C 1.499 1.840 -1.733
C 0.604 3.077 -1.584
H 2.553 0.923 -0.089
H 3.722 1.711 -1.079
H 2.522 2.807 -0.187
H 0.951 0.853 -1.749
H 1.883 1.623 -2.733
H -0.391 2.806 -1.886
H 0.872 3.818 -2.362
H 0.755 3.599 -0.649

Results
LUMO: 0.0336 Ha
SMILES string: Cc1c[nH]c2ccccc12.CCC
Gap between HOMO and LUMO: 8.88 eV

ii:
Entry from OMol25: a cluster of 2 separate species, C12H17N in total (ωB97M-V with the def2-TZVPD basis set).

CARTESIAN COORDINATES (ANGSTROEM)
C 3.521 0.564 0.275
C 2.032 0.797 0.557
C 1.021 -0.166 0.010
C 0.944 -1.478 0.343
N -0.180 -2.051 -0.227
C -0.660 -1.166 -1.202
C -1.563 -1.326 -2.237
C -1.643 -0.309 -3.172
C -0.941 0.891 -3.043
C -0.066 1.059 -1.981
C 0.123 0.013 -1.084
H 3.774 1.157 -0.595
H 3.608 -0.425 -0.177
H 4.171 0.909 1.066
H 1.802 0.914 1.606
H 1.739 1.784 0.203
H 1.581 -1.988 1.045
H -0.246 -3.043 -0.392
H -2.137 -2.204 -2.323
H -2.113 -0.473 -4.128
H -0.954 1.580 -3.876
H 0.367 2.023 -1.733
C -2.285 -0.144 2.834
C -1.216 0.895 2.439
H -3.046 0.300 3.474
H -2.824 -0.540 1.972
H -1.847 -1.015 3.316
H -0.394 0.723 3.098
H -0.974 0.809 1.393
H -1.594 1.911 2.538

Results
LUMO: 0.0338 Ha
SMILES string: CCc1c[nH]c2ccccc12.CC
Gap between HOMO and LUMO: 8.74 eV

iii:
Entry from OMol25: a cluster of 2 separate species, C12H17N in total (ωB97M-V with the def2-TZVPD basis set).

CARTESIAN COORDINATES (ANGSTROEM)
C -3.734 -1.943 1.876
C -2.786 -0.796 2.162
C -1.773 -0.411 1.005
C -1.956 0.561 0.077
N -1.086 0.564 -0.953
C -0.130 -0.337 -0.699
C 1.040 -0.739 -1.366
C 1.713 -1.869 -0.983
C 1.042 -2.765 0.038
C 0.010 -2.354 0.735
C -0.640 -1.035 0.533
H -4.468 -1.507 1.316
H -3.933 -2.628 2.692
H -3.120 -2.526 1.223
H -3.431 0.048 2.560
H -2.141 -1.032 2.988
H -2.663 1.399 0.111
H -0.873 1.361 -1.497
H 1.457 -0.179 -2.141
H 2.717 -2.290 -1.256
H 1.410 -3.754 0.102
H -0.731 -2.893 1.315
C 3.287 3.527 -0.570
C 2.795 2.847 -1.823
H 3.154 4.537 -0.679
H 2.535 3.078 0.079
H 4.140 3.118 -0.212
H 3.031 1.756 -1.698
H 3.407 3.267 -2.778
H 1.727 2.992 -2.160

Results
LUMO: 0.0298 Ha
SMILES string: CCc1c[nH]c2ccccc12.CC
Gap between HOMO and LUMO: 8.52 eV

iv:
Entry from OMol25: a cluster of 2 separate species, C12H17N in total (ωB97M-V with the def2-TZVPD basis set).

CARTESIAN COORDINATES (ANGSTROEM)
C 3.033 -0.845 0.378
C 1.787 -1.163 -0.255
C 1.349 -2.471 -0.557
N -0.084 -2.435 -0.890
C -0.357 -1.142 -1.379
C -1.465 -0.555 -2.005
C -1.286 0.815 -2.328
C -0.199 1.584 -1.882
C 0.852 1.024 -1.212
C 0.840 -0.340 -1.046
H 3.406 -0.056 -0.289
H 3.659 -1.823 0.355
H 2.989 -0.620 1.428
H 1.938 -3.439 -0.723
H -0.643 -3.195 -1.275
H -2.552 -0.966 -2.162
H -2.138 1.315 -2.768
H -0.265 2.641 -1.926
H 1.582 1.504 -0.627
C 0.165 1.046 1.923
C -1.362 0.887 2.353
C -2.321 0.937 1.124
H 0.350 1.924 1.365
H 0.429 0.237 1.236
H 0.742 0.925 2.789
H -1.592 0.026 2.946
H -1.597 1.639 3.044
H -2.787 1.861 0.934
H -1.601 0.737 0.215
H -2.871 -0.054 1.231

Results
LUMO: 0.0342 Ha
SMILES string: Cc1c[nH]c2ccccc12.CCC
Gap between HOMO and LUMO: 8.73 eV

Tell me which of them is the least stable. Sure, it is iii.

i:
Entry from OMol25: a cluster of 2 separate species, C12H17N in total (ωB97M-V with the def2-TZVPD basis set).

CARTESIAN COORDINATES (ANGSTROEM)
C 2.907 -0.599 2.215
C 1.491 -1.036 1.927
C 1.072 -2.270 1.535
N -0.238 -2.211 1.146
C -0.704 -0.931 1.295
C -1.891 -0.324 0.860
C -2.166 1.014 1.093
C -1.162 1.722 1.836
C 0.085 1.207 2.075
C 0.377 -0.128 1.763
H 2.981 -0.028 3.146
H 3.213 0.111 1.436
H 3.528 -1.494 2.203
H 1.680 -3.124 1.236
H -0.734 -3.054 0.926
H -2.583 -0.964 0.281
H -2.961 1.495 0.555
H -1.490 2.658 2.239
H 0.807 1.864 2.527
C 0.009 1.272 -1.798
C -0.419 0.996 -3.263
C -0.805 -0.479 -3.402
H 0.852 0.613 -1.508
H -0.800 0.989 -1.131
H 0.303 2.282 -1.503
H -1.332 1.606 -3.378
H 0.300 1.327 -4.021
H -1.241 -0.857 -2.490
H -1.199 -0.585 -4.406
H 0.120 -1.073 -3.392

Results
LUMO: 0.0323 Ha
SMILES string: Cc1c[nH]c2ccccc12.CCC
Gap between HOMO and LUMO: 8.79 eV

ii:
Entry from OMol25: a cluster of 2 separate species, C12H17N in total (ωB97M-V with the def2-TZVPD basis set).

CARTESIAN COORDINATES (ANGSTROEM)
C 1.649 0.678 0.356
C 0.668 -0.306 1.189
C 0.198 -0.155 2.480
N -0.587 -1.376 2.785
C -0.600 -2.136 1.656
C -1.177 -3.481 1.500
C -0.812 -4.063 0.342
C 0.155 -3.659 -0.592
C 0.671 -2.411 -0.340
C 0.318 -1.568 0.697
H 1.463 1.700 0.590
H 1.111 0.644 -0.716
H 2.539 0.223 0.500
H 0.212 0.701 3.193
H -0.951 -1.483 3.673
H -1.842 -3.822 2.178
H -1.400 -5.054 0.100
H 0.342 -4.051 -1.623
H 1.511 -2.127 -1.079
C -0.670 2.649 -0.306
C -0.058 2.327 -1.680
C -0.236 3.492 -2.557
H -1.016 1.694 0.211
H 0.171 3.161 0.124
H -1.479 3.342 -0.487
H -0.482 1.499 -2.157
H 0.970 2.065 -1.493
H -1.058 4.176 -2.428
H -0.275 3.175 -3.606
H 0.666 4.167 -2.509

Results
LUMO: 0.0353 Ha
SMILES string: Cc1c[nH]c2ccccc12.CCC
Gap between HOMO and LUMO: 9.03 eV

iii:
Entry from OMol25: a cluster of 2 separate species, C12H17N in total (ωB97M-V with the def2-TZVPD basis set).

CARTESIAN COORDINATES (ANGSTROEM)
C 1.038 2.844 0.083
C 0.602 1.660 -0.737
C 0.054 1.642 -1.990
N -0.003 0.337 -2.452
C 0.510 -0.455 -1.493
C 0.791 -1.850 -1.495
C 1.628 -2.341 -0.522
C 2.111 -1.509 0.500
C 1.650 -0.217 0.714
C 0.808 0.305 -0.283
H 2.112 2.699 0.184
H 0.697 2.779 1.106
H 0.949 3.785 -0.466
H -0.391 2.482 -2.511
H -0.247 0.069 -3.386
H 0.271 -2.377 -2.288
H 1.951 -3.359 -0.668
H 2.814 -1.940 1.212
H 2.047 0.282 1.588
C -2.079 -1.440 1.939
C -3.037 -0.254 1.618
C -2.444 0.886 2.576
H -1.921 -1.530 3.026
H -2.673 -2.364 1.805
H -1.116 -1.422 1.404
H -3.982 -0.423 2.079
H -2.935 -0.206 0.532
H -3.125 1.728 2.619
H -1.420 1.043 2.156
H -2.333 0.456 3.560

Results
LUMO: 0.0323 Ha
SMILES string: Cc1c[nH]c2ccccc12.CCC
Gap between HOMO and LUMO: 8.75 eV

iv:
Entry from OMol25: a cluster of 2 separate species, C12H17N in total (ωB97M-V with the def2-TZVPD basis set).

CARTESIAN COORDINATES (ANGSTROEM)
C -0.162 2.766 0.028
C 0.901 1.723 -0.007
C 1.800 1.484 0.973
N 2.639 0.451 0.609
C 2.256 -0.004 -0.631
C 2.837 -0.996 -1.405
C 2.253 -1.264 -2.626
C 1.180 -0.498 -3.096
C 0.684 0.561 -2.349
C 1.141 0.759 -1.054
H -0.877 2.645 0.850
H -0.858 2.671 -0.823
H 0.215 3.779 -0.011
H 1.920 1.943 1.947
H 3.428 0.048 1.082
H 3.744 -1.492 -1.082
H 2.669 -2.070 -3.209
H 0.771 -0.775 -4.057
H -0.169 1.058 -2.789
C -1.256 -0.913 2.070
C -2.357 -0.919 1.034
C -3.620 -1.633 1.531
H -0.573 -0.073 1.957
H -1.577 -0.956 3.104
H -0.570 -1.760 2.054
H -2.014 -1.356 0.101
H -2.601 0.104 0.741
H -3.363 -2.340 2.316
H -4.203 -2.072 0.724
H -4.240 -0.870 2.019

Results
LUMO: 0.0345 Ha
SMILES string: Cc1c[nH]c2ccccc12.CCC
Gap between HOMO and LUMO: 8.78 eV

Tell me which of them is the least stable. Sure, it is ii.